Computed, not measured: a 2-piece molecular cluster, CH9N2 overall, with ωB97M-V with the def2-TZVPD basis set.

## Properties
**E_HOMO (spin up / spin down)**: -3.010 / -10.908 eV
**LUMO (spin up / spin down)**: 1.2 / 0.8 eV
**Kohn-Sham gap (spin up / spin down)**: 4.19 / 11.68 eV
**Electronic energy**: -4159.6526 eV
**ΔE to the lowest compared entry with this formula, charge and spin**: 0.624 eV

Structure (ORCA input):
```
! RIJCOSX wB97M-V def2-TZVPD def2/J DEFGRID3
* xyz 0 2
N 0.15 1.87 0.38
H -0.36 2.42 -0.32
H 1.13 2.04 0.44
H -0.08 0.45 -0.25
H -0.49 1.98 1.16
C 0.24 -1.55 0.24
N -0.36 -0.57 -0.71
H 1.27 -1.75 0.11
H 0.26 -1.20 1.28
H -0.32 -2.54 0.19
H -1.37 -0.54 -0.84
H -0.06 -0.59 -1.68
*
```

Computed, not measured: one molecule with the formula C4H8N2, with ωB97M-V with the def2-TZVPD basis set.

## Properties
**E_HOMO**: -9.192 eV
**LUMO**: 0.9 eV
**Structure (SMILES)**: CN(C)CC#N
**Kohn-Sham gap**: 10.06 eV
**Electronic energy**: -7257.0419 eV
**ΔE to the lowest compared entry with this formula, charge and spin**: 0.833 eV

Structure (ORCA input):
```
! RIJCOSX wB97M-V def2-TZVPD def2/J DEFGRID3
* xyz 0 1
C 0.31 -0.93 1.15
N 0.01 -0.58 -0.24
C 1.12 -0.02 -0.98
C -1.21 0.17 -0.36
C -1.12 1.58 0.13
N -1.01 2.67 0.51
H 1.38 -1.11 1.27
H -0.23 -1.84 1.41
H 0.03 -0.14 1.86
H 1.46 0.97 -0.61
H 0.84 0.08 -2.03
H 1.97 -0.72 -0.93
H -2.00 -0.32 0.21
H -1.53 0.21 -1.41
*
```

Computed, not measured: a 2-piece molecular cluster, C5H14NO2 overall, with ωB97M-V with the def2-TZVPD basis set.

## Properties
**E_HOMO**: -3.419 eV
**LUMO**: 4.0 eV
**Kohn-Sham gap**: 7.37 eV
**Electronic energy**: -10997.4137 eV
**ΔE to the lowest compared entry with this formula, charge and spin**: 0.192 eV

Structure (ORCA input):
```
! RIJCOSX wB97M-V def2-TZVPD def2/J DEFGRID3
* xyz -1 1
C -1.63 -1.28 -0.97
C -0.21 -0.94 -0.59
C 0.02 -0.84 0.91
C 0.92 0.35 1.29
C 0.02 1.66 1.34
O -0.75 1.91 0.26
N 0.72 -1.87 -1.28
H -2.29 -0.49 -0.74
H -1.72 -1.30 -2.06
H -2.00 -2.19 -0.50
H 0.04 0.05 -0.96
H -0.89 -0.70 1.50
H 0.47 -1.76 1.34
H 1.76 0.48 0.61
H 1.33 0.36 2.30
H -0.60 1.43 2.24
H 0.70 2.48 1.63
H 1.66 -1.64 -1.01
H 0.49 -2.82 -1.04
H 0.08 2.42 -0.82
H 1.17 1.95 -1.83
O 0.71 2.76 -1.61
*
```

Computed, not measured: an isolated ion of composition C5H11BrNO and charge +1, with ωB97M-V with the def2-TZVPD basis set.

## Properties
**E_HOMO**: -12.565 eV
**LUMO**: -4.0 eV
**Kohn-Sham gap**: 8.59 eV
**Electronic energy**: -78932.9503 eV
**ΔE to the lowest compared entry with this formula, charge and spin**: 2.764 eV

Structure (ORCA input):
```
! RIJCOSX wB97M-V def2-TZVPD def2/J DEFGRID3
* xyz 1 1
C 1.03 1.09 -1.17
C 0.17 1.30 0.04
C 1.80 -0.13 -1.01
C 0.09 -1.28 0.22
C -1.75 0.06 1.27
N -0.70 0.02 0.19
O -0.67 -2.19 -0.52
Br 3.25 0.02 0.35
H 0.31 1.03 -2.01
H 1.60 2.14 -1.29
H 0.66 1.55 0.99
H -0.62 2.00 -0.21
H 2.14 -0.86 -1.70
H 0.66 -1.58 1.07
H -2.13 -0.88 1.37
H -1.47 0.11 2.35
H -2.46 0.85 0.93
H -1.20 -0.17 -0.62
H -0.72 -3.07 -0.25
*
```

Computed, not measured: one molecule with the formula C3H6N4O, with ωB97M-V with the def2-TZVPD basis set.

## Properties
**E_HOMO**: -8.729 eV
**LUMO**: 0.1 eV
**Structure (SMILES)**: [H]/N=c1/ncn(NC)o1
**Kohn-Sham gap**: 8.79 eV
**Electronic energy**: -11210.3593 eV
**ΔE to the lowest compared entry with this formula, charge and spin**: 6.417 eV

Structure (ORCA input):
```
! RIJCOSX wB97M-V def2-TZVPD def2/J DEFGRID3
* xyz 0 1
C 1.68 -0.64 0.65
C -0.53 1.49 0.04
C -1.97 -0.03 -0.24
H 2.95 -0.62 0.43
H 1.47 0.13 1.43
H 1.05 -1.70 0.92
H 2.01 0.30 -1.17
H 0.24 2.21 0.42
H -2.71 -1.57 -0.52
N 1.27 -0.11 -0.69
N 0.19 0.61 -0.80
N -1.80 1.18 0.28
N -3.01 -0.87 0.13
O -0.83 -0.37 -0.89
*
```

Computed, not measured: a 2-piece molecular cluster, C2H6O3 overall, with ωB97M-V with the def2-TZVPD basis set.

## Properties
**E_HOMO**: -10.538 eV
**LUMO**: 0.5 eV
**Structure (SMILES)**: O=CO.CO
**Kohn-Sham gap**: 11.01 eV
**Electronic energy**: -8313.2386 eV
**ΔE to the lowest compared entry with this formula, charge and spin**: 1.269 eV

Structure (ORCA input):
```
! RIJCOSX wB97M-V def2-TZVPD def2/J DEFGRID3
* xyz 0 1
C 0.21 0.63 1.84
O 0.44 -0.51 1.04
H -0.65 1.15 1.44
H 1.06 1.31 1.87
H -0.05 0.35 2.86
H 1.37 -0.74 0.96
O -0.63 -0.18 -3.53
C -0.35 -0.41 -2.41
O -1.09 -0.05 -1.35
H 0.59 -0.91 -2.11
H -0.89 -0.64 -0.61
*
```

Computed, not measured: a 2-piece molecular cluster, C3H9NO3 overall, with ωB97M-V with the def2-TZVPD basis set.

## Properties
**E_HOMO**: -9.767 eV
**LUMO**: 0.5 eV
**Structure (SMILES)**: C[C@@H](N)C(=O)O.O
**Kohn-Sham gap**: 10.24 eV
**Electronic energy**: -10889.8242 eV
**ΔE to the lowest compared entry with this formula, charge and spin**: 0.757 eV

Structure (ORCA input):
```
! RIJCOSX wB97M-V def2-TZVPD def2/J DEFGRID3
* xyz 0 1
H -1.52 1.43 0.46
O -2.07 0.70 1.54
O -0.90 1.91 -0.21
H -1.80 1.29 2.26
H -1.36 -0.03 1.57
C 0.09 1.22 -0.70
O 0.96 1.74 -1.36
C 0.14 -0.32 -0.48
H -0.73 -0.81 -0.95
N 0.13 -0.76 0.93
H -0.28 -1.69 1.01
H 1.07 -0.64 1.31
C 1.33 -0.91 -1.20
H 1.28 -2.00 -1.19
H 1.39 -0.53 -2.22
H 2.27 -0.61 -0.77
*
```

Computed, not measured: C12H18GeN2O3RuS2 as an isolated structure, with ωB97M-V with the def2-TZVPD basis set.

## Properties
**E_HOMO**: -7.559 eV
**LUMO**: -0.3 eV
**Kohn-Sham gap**: 7.28 eV
**Electronic energy**: -102625.3103 eV
**ΔE to the lowest compared entry with this formula, charge and spin**: 0.013 eV

Structure (ORCA input):
```
! RIJCOSX wB97M-V def2-TZVPD def2/J DEFGRID3
* xyz 0 1
Ru 0.54 0.03 0.05
O 2.53 0.02 0.11
N 3.14 0.02 1.32
C 4.48 0.15 1.31
C 5.18 0.13 2.48
C 4.47 -0.05 3.68
C 3.11 -0.18 3.66
C 2.41 -0.15 2.44
S 0.71 -0.32 2.32
H 4.91 0.27 0.33
H 6.25 0.24 2.46
H 5.00 -0.07 4.63
H 2.54 -0.32 4.56
S -3.96 1.06 -1.29
C -2.50 0.66 -0.74
N -1.43 0.39 -0.36
C 0.68 1.04 -2.41
Ge 0.84 2.62 -1.19
C -0.47 3.90 -1.85
C 2.68 3.26 -1.28
C 0.41 2.00 0.62
H 1.44 1.19 -3.18
H -0.31 1.04 -2.86
H 0.87 0.00 -2.07
H -0.27 4.14 -2.90
H -0.45 4.82 -1.27
H -1.47 3.46 -1.78
H 2.92 3.62 -2.28
H 3.36 2.45 -1.02
H 2.82 4.08 -0.58
H -0.57 2.32 0.93
H 1.15 2.25 1.39
C -1.71 -3.51 0.68
O -1.31 -2.14 0.91
C -0.30 -1.73 0.20
O 0.38 -2.36 -0.59
H -2.55 -3.68 1.35
H -0.89 -4.18 0.91
H -2.02 -3.63 -0.36
*
```

Computed, not measured: a 2-piece molecular cluster, C15H33N3O6 overall, with ωB97M-V with the def2-TZVPD basis set.

## Properties
**E_HOMO**: -6.572 eV
**LUMO**: -0.8 eV
**Kohn-Sham gap**: 5.73 eV
**Electronic energy**: -32837.0589 eV
**ΔE to the lowest compared entry with this formula, charge and spin**: 0.000 eV

Structure (ORCA input):
```
! RIJCOSX wB97M-V def2-TZVPD def2/J DEFGRID3
* xyz 0 1
C -1.11 2.39 3.49
C -1.96 3.30 2.66
O -2.61 4.24 3.13
O -1.97 3.09 1.29
C -2.19 1.74 0.87
C -2.43 1.79 -0.62
N -1.44 1.08 -1.49
C -1.08 -0.31 -1.06
C -2.34 -1.17 -0.98
C -2.04 -2.68 -0.90
C -0.57 -3.06 -0.68
N 0.19 -3.10 -1.94
O -0.35 1.88 -1.86
C 0.72 1.95 -0.89
C 1.97 1.17 -1.33
C 3.16 2.08 -1.66
C 2.34 0.01 -0.39
C 3.14 0.38 0.87
C 2.90 -0.73 1.92
C 2.73 1.70 1.52
H -1.15 2.73 4.51
H -1.47 1.37 3.44
H -0.07 2.40 3.16
H -1.35 1.13 1.19
H -3.09 1.38 1.38
H -2.41 2.83 -0.94
H -3.42 1.43 -0.85
H -1.93 0.93 -2.37
H -0.61 -0.31 -0.09
H -0.37 -0.68 -1.79
H -2.84 -0.89 -0.05
H -3.03 -0.92 -1.78
H -2.36 -3.17 -1.82
H -2.60 -3.11 -0.08
H -0.58 -4.05 -0.24
H -0.08 -2.41 0.06
H 1.06 -2.59 -1.85
H -0.34 -2.70 -2.69
H 0.98 3.00 -0.83
H 0.42 1.67 0.12
H 1.68 0.71 -2.28
H 3.97 2.02 -0.94
H 2.86 3.12 -1.77
H 3.57 1.80 -2.63
H 2.97 -0.66 -0.98
H 1.48 -0.58 -0.10
H 4.20 0.34 0.67
H 3.10 -0.37 2.92
H 1.87 -1.05 1.91
H 3.52 -1.60 1.73
H 2.62 2.53 0.84
H 3.51 1.98 2.23
H 1.83 1.55 2.12
N -2.25 -5.91 -1.04
O -1.13 -6.44 -1.04
O -2.79 -5.57 -2.12
O -2.83 -5.64 0.04
*
```

Computed, not measured: C10H9F2HfN2O9 as an isolated structure, with ωB97M-V with the def2-TZVPD basis set.

## Properties
**E_HOMO**: -13.160 eV
**LUMO**: -3.6 eV
**Kohn-Sham gap**: 9.60 eV
**Electronic energy**: -38662.8838 eV
**ΔE to the lowest compared entry with this formula, charge and spin**: 0.113 eV

Structure (ORCA input):
```
! RIJCOSX wB97M-V def2-TZVPD def2/J DEFGRID3
* xyz 1 1
Hf -0.60 0.64 -0.01
O -0.39 3.90 2.74
C -0.79 2.87 2.07
O -0.54 2.68 0.88
C -1.58 1.88 2.87
O -1.98 0.82 2.01
C -1.93 -0.47 2.67
C -0.52 -1.03 2.53
O -0.12 -1.92 3.20
O 0.14 -0.43 1.53
H 0.13 4.51 2.20
H -0.94 1.52 3.68
H -2.45 2.37 3.32
H -2.25 -0.39 3.71
H -2.64 -1.12 2.15
O 4.29 -1.10 -3.06
C 3.37 -2.04 -3.15
O 3.52 -3.05 -3.78
C 2.05 -1.81 -2.46
C 1.03 -2.74 -2.47
N 0.01 -2.23 -1.78
N 0.29 -1.01 -1.31
C 1.54 -0.74 -1.73
C 2.06 0.61 -1.35
O 3.19 0.96 -1.59
O 1.15 1.33 -0.73
H 4.02 -0.32 -2.52
H 1.01 -3.72 -2.93
H -0.89 -2.66 -1.60
F -2.45 -0.49 -0.70
C -2.52 0.97 -1.00
F -1.68 1.00 -2.13
H -3.55 1.19 -1.28
*
```

Computed, not measured: C7H8CoN2O4S as an isolated structure, with ωB97M-V with the def2-TZVPD basis set.

## Properties
**E_HOMO (spin up / spin down)**: -17.083 / -17.840 eV
**LUMO (spin up / spin down)**: -8.8 / -11.9 eV
**Kohn-Sham gap (spin up / spin down)**: 8.27 / 5.94 eV
**Electronic energy**: -66999.8691 eV
**ΔE to the lowest compared entry with this formula, charge and spin**: 0.637 eV

Structure (ORCA input):
```
! RIJCOSX wB97M-V def2-TZVPD def2/J DEFGRID3
* xyz 2 4
Co 0.23 -1.55 -0.50
O -0.68 4.07 0.84
C -0.40 3.08 1.27
C 2.02 -1.20 -0.43
O 3.17 -1.05 -0.58
C -1.54 -1.76 -0.26
O -2.67 -2.02 -0.31
C 0.04 -0.47 -1.71
O -0.08 0.10 -2.72
C -0.04 2.35 3.93
N 0.51 1.09 3.52
C -0.27 0.05 3.09
S 0.36 -1.08 1.85
N -1.39 -0.27 3.75
C -1.59 0.05 5.15
H -1.10 2.29 4.13
H 0.14 3.12 3.18
H 0.50 2.71 4.79
H 1.44 1.09 3.09
H -1.84 -1.14 3.41
H -2.49 0.64 5.26
H -1.71 -0.85 5.72
H -0.74 0.61 5.53
*
```

Computed, not measured: a 9-piece molecular cluster, C5H26BF4N10O8 overall, with ωB97M-V with the def2-TZVPD basis set.

## Properties
**E_HOMO**: -7.561 eV
**LUMO**: 2.2 eV
**Kohn-Sham gap**: 9.81 eV
**Electronic energy**: -48444.5466 eV
**ΔE to the lowest compared entry with this formula, charge and spin**: 4.841 eV

Structure (ORCA input):
```
! RIJCOSX wB97M-V def2-TZVPD def2/J DEFGRID3
* xyz -1 1
B -0.45 -1.06 -0.66
F -0.25 -0.46 -1.88
F -1.28 -2.18 -0.85
F 0.71 -1.29 0.06
F -1.20 -0.14 -0.05
O -1.21 -2.85 -4.13
H -1.21 -2.72 -3.18
H -0.83 -2.05 -4.48
O -5.30 -1.45 -1.80
H -4.51 -1.73 -1.33
H -5.46 -0.56 -1.49
O -0.51 -4.54 1.41
H 0.31 -4.77 0.97
H -0.70 -3.65 1.12
C 2.95 -5.35 -2.26
O 3.91 -4.67 -1.93
N 1.72 -5.07 -2.21
N 3.16 -6.46 -2.86
H 1.04 -5.50 -2.83
H 1.52 -4.18 -1.78
H 4.07 -6.89 -2.83
H 2.26 -6.84 -3.07
C -1.82 2.75 4.86
O -2.38 3.52 5.62
N -0.79 3.08 4.13
N -2.20 1.57 4.59
H -0.52 2.49 3.35
H -0.25 3.88 4.44
H -1.45 1.01 4.20
H -3.11 1.24 4.90
C 1.35 3.43 -0.62
O 1.39 4.52 -0.18
N 2.27 2.57 -0.41
N 0.53 3.06 -1.62
H 2.16 1.66 -0.82
H 3.09 2.84 0.11
H 0.51 2.11 -1.97
H -0.12 3.66 -2.09
C -5.77 3.54 0.00
O -6.07 2.38 -0.33
N -6.58 4.42 0.43
N -4.59 4.05 0.03
H -7.56 4.16 0.36
H -6.22 5.36 0.52
H -3.80 3.48 -0.24
H -4.38 5.03 -0.09
C 5.80 -0.53 1.14
O 5.32 -1.38 1.85
N 5.26 -0.25 0.01
N 6.78 0.18 1.46
H 4.47 -0.81 -0.28
H 5.63 0.53 -0.50
H 6.99 0.26 2.45
H 7.30 0.63 0.72
*
```